# 1
Molecular formula: C5H17N2O
Method: DFT, ωB97M-V with the def2-TZVPD basis set

Computed properties:
energy above the lowest of the compared OMol25 structures with the same formula, charge and spin = 155.47 kJ/mol
E_tot = -10481.32322 eV
charge = +1

Last column: natural (NBO) charge in e.
Atoms and positions in Å:
C1 0.45 -1.68 1.35  -0.67
C2 -0.33 -0.58 0.69  -0.04
C3 0.51 0.66 0.36  -0.45
C4 0.22 1.19 -1.03  -0.21
C5 1.90 2.06 -2.58  -0.42
N1 1.03 2.33 -1.43  -0.61
N2 -1.51 -0.17 1.59  -0.68
H1 1.22 -2.03 0.66  0.27
H2 -0.05 -2.66 1.31  0.23
H3 0.84 -1.56 2.36  0.24
H4 -0.79 -0.94 -0.23  0.25
H5 1.58 0.48 0.40  0.24
H6 0.36 1.45 1.11  0.20
H7 0.29 0.40 -1.78  0.20
H8 -0.84 1.51 -1.09  0.17
H9 2.19 1.01 -2.73  0.17
H10 1.36 2.28 -3.50  0.20
H11 2.79 2.67 -2.46  0.21
H12 1.57 2.66 -0.64  0.36
H13 -1.33 0.76 1.96  0.44
H14 -1.70 -0.93 2.24  0.45
H15 -2.34 0.05 1.03  0.45
H16 -1.98 -3.14 1.42  0.48
H17 -3.13 -3.12 0.33  0.51
O1 -2.32 -2.70 0.64  -0.98

***

# 2
Molecular formula: C5H17N2Si
Method: DFT, ωB97M-V with the def2-TZVPD basis set

Computed properties:
energy above the lowest of the compared OMol25 structures with the same formula, charge and spin = 38.14 kJ/mol
E_tot = -16312.31033 eV
charge = +1

Last column: natural (NBO) charge in e.
Atoms and positions in Å:
C1 2.35 1.36 0.41  -1.11
C2 1.12 0.87 -2.56  -1.10
C3 1.08 -1.39 -0.20  -1.16
C4 -0.80 1.13 1.14  0.23
C5 -0.88 1.23 -0.25  -0.76
N1 -1.43 0.08 1.71  -0.73
N2 -2.85 -2.00 0.81  -1.09
Si1 1.05 0.38 -0.73  1.65
H1 3.26 0.98 -0.06  0.24
H2 2.55 2.44 0.48  0.27
H3 2.16 0.82 1.44  0.23
H4 2.16 0.78 -2.81  0.26
H5 0.48 0.18 -3.04  0.25
H6 0.71 1.92 -2.68  0.26
H7 0.70 -1.60 0.76  0.25
H8 0.68 -2.05 -1.01  0.27
H9 2.15 -1.67 -0.17  0.28
H10 -1.49 0.54 -0.75  0.25
H11 -0.28 1.78 1.84  0.24
H12 -0.80 2.09 -0.87  0.28
H13 -1.15 -0.29 2.61  0.40
H14 -1.78 -0.67 1.07  0.43
H15 -2.49 -2.40 1.68  0.37
H16 -3.86 -1.77 0.99  0.41
H17 -2.64 -2.74 0.19  0.39

***

# 3
Molecular formula: C5H17N3
Method: DFT, ωB97M-V with the def2-TZVPD basis set

Computed properties:
energy above the lowest of the compared OMol25 structures with the same formula, charge and spin = 394.53 kJ/mol
E_tot = -9926.67464 eV

Last column: natural (NBO) charge in e.
Atoms and positions in Å:
C1 -2.18 -1.04 0.01  -0.42
C2 -0.84 -1.10 1.99  -0.42
C3 0.46 -1.15 -1.43  -0.42
N1 -0.86 -1.31 0.55  -0.31
N2 0.16 -0.54 -0.14  -0.31
H1 0.01 0.79 -0.18  0.41
H2 0.12 -1.39 2.40  0.21
H3 -2.21 -1.23 -1.06  0.20
H4 -2.51 0.00 0.20  0.18
H5 -2.89 -1.72 0.47  0.21
H6 -1.59 -1.75 2.43  0.21
H7 -1.07 -0.06 2.27  0.18
H8 1.14 -0.48 -1.95  0.22
H9 -0.43 -1.22 -2.06  0.20
H10 0.89 -2.14 -1.30  0.19
C4 1.72 -0.32 0.69  -0.36
C5 0.90 2.62 -1.19  -0.41
N3 0.53 2.07 0.10  -1.01
H11 -0.35 2.50 0.41  0.32
H12 0.99 3.72 -1.14  0.17
H13 2.36 0.22 0.00  0.23
H14 1.94 -1.37 0.86  0.19
H15 1.60 0.29 1.58  0.24
H16 1.89 2.24 -1.47  0.16
H17 0.22 2.38 -2.03  0.14

***

# 4
Molecular formula: C5H17N3
Method: DFT, ωB97M-V with the def2-TZVPD basis set

Computed properties:
energy above the lowest of the compared OMol25 structures with the same formula, charge and spin = 302.26 kJ/mol
E_tot = -9927.63101 eV

Last column: natural (NBO) charge in e.
Atoms and positions in Å:
C1 1.42 0.10 0.30  0.23
C2 0.61 1.29 0.23  -0.83
C3 2.13 -0.27 -0.99  -0.65
C4 2.35 -0.04 1.50  -0.65
N1 0.31 -1.41 0.54  -0.92
H1 -0.05 -1.43 1.49  0.39
H2 0.62 -2.33 0.24  0.38
H3 1.84 0.28 2.42  0.21
H4 -0.96 0.67 -0.19  0.41
H5 0.80 1.94 -0.62  0.21
H6 0.47 1.83 1.17  0.20
H7 2.39 -1.33 -0.99  0.19
H8 1.49 -0.07 -1.86  0.22
H9 3.04 0.31 -1.10  0.22
H10 2.67 -1.08 1.62  0.19
H11 3.23 0.59 1.38  0.22
C5 -2.59 0.41 -1.57  -0.42
N2 -1.85 -0.01 -0.39  -0.58
N3 -2.61 -0.03 0.82  -0.68
H12 -0.55 -1.11 -0.03  0.44
H13 -3.07 0.87 0.98  0.33
H14 -3.35 -0.73 0.73  0.34
H15 -3.37 -0.32 -1.81  0.18
H16 -1.90 0.45 -2.41  0.20
H17 -3.06 1.40 -1.45  0.16

***

# 5
Molecular formula: C5H17NO4
Method: DFT, ωB97M-V with the def2-TZVPD basis set

Computed properties:
energy above the lowest of the compared OMol25 structures with the same formula, charge and spin = 163.13 kJ/mol
E_tot = -15139.65496 eV

Last column: natural (NBO) charge in e.
Atoms and positions in Å:
C1 -0.54 2.68 1.12  -0.39
C2 -0.66 1.39 0.88  -0.18
C3 -0.03 0.74 -0.31  -0.15
C4 -0.46 1.12 -1.69  -0.64
C5 0.91 -0.18 -0.06  -0.01
N1 1.73 -0.76 -1.03  -0.87
H1 0.12 3.34 0.55  0.19
H2 -1.00 3.15 1.98  0.20
H3 -1.19 0.74 1.55  0.20
H4 -0.48 0.30 -2.42  0.19
H5 0.16 1.92 -2.10  0.22
H6 -1.51 1.42 -1.70  0.23
H7 1.23 -0.46 0.94  0.22
H8 1.72 -0.37 -1.97  0.38
H9 2.57 -1.28 -0.84  0.40
O1 3.57 1.01 0.88  -0.94
H10 2.80 1.19 1.42  0.47
H11 3.14 0.58 0.12  0.46
O2 -2.37 -1.99 0.59  -0.96
H12 -3.22 -1.70 0.25  0.47
H13 -1.77 -1.88 -0.16  0.49
O3 -0.47 -1.20 3.22  -0.94
H14 -0.47 -2.16 2.99  0.47
H15 -1.26 -0.95 2.73  0.47
O4 -1.00 -2.56 -2.20  -0.94
H16 -0.07 -2.33 -2.24  0.48
H17 -1.45 -1.75 -2.50  0.46

***

Please write out number 4 again, unchanged.
Molecular formula: C5H17N3
Method: DFT, ωB97M-V with the def2-TZVPD basis set

Computed properties:
energy above the lowest of the compared OMol25 structures with the same formula, charge and spin = 302.26 kJ/mol
E_tot = -9927.63101 eV

Last column: natural (NBO) charge in e.
Atoms and positions in Å:
C1 1.42 0.10 0.30  0.23
C2 0.61 1.29 0.23  -0.83
C3 2.13 -0.27 -0.99  -0.65
C4 2.35 -0.04 1.50  -0.65
N1 0.31 -1.41 0.54  -0.92
H1 -0.05 -1.43 1.49  0.39
H2 0.62 -2.33 0.24  0.38
H3 1.84 0.28 2.42  0.21
H4 -0.96 0.67 -0.19  0.41
H5 0.80 1.94 -0.62  0.21
H6 0.47 1.83 1.17  0.20
H7 2.39 -1.33 -0.99  0.19
H8 1.49 -0.07 -1.86  0.22
H9 3.04 0.31 -1.10  0.22
H10 2.67 -1.08 1.62  0.19
H11 3.23 0.59 1.38  0.22
C5 -2.59 0.41 -1.57  -0.42
N2 -1.85 -0.01 -0.39  -0.58
N3 -2.61 -0.03 0.82  -0.68
H12 -0.55 -1.11 -0.03  0.44
H13 -3.07 0.87 0.98  0.33
H14 -3.35 -0.73 0.73  0.34
H15 -3.37 -0.32 -1.81  0.18
H16 -1.90 0.45 -2.41  0.20
H17 -3.06 1.40 -1.45  0.16